Entry 1:
Entry from the Open Molecules 2025 dataset: C37H44F3N5O4RuS2 as an isolated structure in a non-equilibrium geometry (the ωB97M-V functional and the def2-TZVPD basis).

2S+1: 2
F_max: 1.3 eV Å⁻¹
Kohn-Sham gap (spin up / spin down): 5.8 / 5.7 eV
Net charge: -1
ΔE to the lowest compared entry with this formula, charge and spin: 115.15 kcal per mole

Atoms and positions in Å:
Ru 0.024 -0.142 0.004
C -1.571 4.632 3.809
C -0.646 4.818 2.602
C -0.817 3.760 1.554
C -1.556 3.821 0.387
C -2.369 4.969 -0.130
C -3.837 4.912 0.305
C -1.409 2.555 -0.242
C -2.048 2.159 -1.462
C -1.894 1.046 -2.192
C -2.646 0.601 -3.363
C -3.745 1.418 -3.968
C -5.082 1.237 -3.244
C -2.204 -0.597 -3.762
C -1.053 -1.002 -2.901
C -0.815 -2.415 -2.574
C -0.257 -2.884 -1.450
N 0.064 -2.173 -0.291
C 0.686 -3.045 0.550
C 1.231 -2.755 1.766
C 1.269 -1.482 2.392
N 0.751 -0.374 1.888
C 0.976 0.655 2.802
C 0.534 1.923 2.653
C -0.261 2.453 1.602
N -0.639 1.741 0.508
C 1.706 0.113 3.937
C 1.872 -1.208 3.696
C 2.609 -2.213 4.527
C 4.081 -2.324 4.120
C 2.099 0.882 5.157
C 0.945 1.049 6.150
C 0.702 -4.402 -0.058
C 0.125 -4.309 -1.258
C -0.124 -5.387 -2.262
C -1.549 -5.944 -2.188
C 1.294 -5.605 0.603
C 0.368 -6.207 1.664
N -0.899 0.046 -1.883
C -2.703 -1.448 -4.888
C -3.764 -2.466 -4.455
H -1.406 5.403 4.567
H -1.409 3.657 4.273
H -2.619 4.673 3.503
H 0.393 4.832 2.945
H -0.830 5.800 2.157
H -2.318 4.998 -1.223
H -1.927 5.909 0.211
H -4.301 3.980 -0.025
H -4.414 5.745 -0.106
H -3.916 4.947 1.393
H -2.790 2.857 -1.841
H -3.853 1.157 -5.023
H -3.459 2.473 -3.939
H -5.432 0.207 -3.327
H -5.848 1.893 -3.662
H -4.980 1.465 -2.181
H -1.034 -3.119 -3.368
H 1.697 -3.574 2.300
H 0.787 2.616 3.450
H 2.133 -3.193 4.431
H 2.535 -1.942 5.584
H 4.168 -2.554 3.057
H 4.599 -3.100 4.688
H 4.596 -1.375 4.285
H 2.476 1.866 4.866
H 2.930 0.371 5.649
H 0.097 1.549 5.678
H 1.249 1.636 7.019
H 0.596 0.075 6.498
H 0.594 -6.196 -2.111
H 0.062 -4.996 -3.266
H -1.741 -6.381 -1.207
H -1.713 -6.715 -2.944
H -2.283 -5.151 -2.343
H 2.247 -5.329 1.061
H 1.522 -6.360 -0.152
H 0.113 -5.466 2.422
H 0.837 -7.058 2.162
H -0.564 -6.549 1.211
H -1.857 -1.968 -5.345
H -3.117 -0.804 -5.667
H -3.373 -3.134 -3.686
H -4.095 -3.073 -5.301
H -4.636 -1.961 -4.036
F 5.033 -0.323 -2.178
C 3.834 0.246 -2.373
F 4.032 1.396 -3.044
F 3.131 -0.565 -3.168
S 3.015 0.553 -0.766
O 2.667 -0.782 -0.335
O 4.035 1.233 -0.008
O 1.825 1.352 -1.098
O 0.168 0.460 -5.467
S 0.323 1.091 -4.128
N 0.156 -0.143 -2.992

Per-atom Löwdin charges, elementary charge units: Ru 1.2409; C -0.0939; C -0.1987; C -0.1506; C -0.1524; C -0.2025; C -0.0942; C -0.2364; C 0.0527; C -0.2230; C -0.1759; C -0.1813; C -0.0809; C -0.1456; C -0.3595; C 0.0507; C -0.2023; N -0.0304; C -0.2380; C 0.0206; C -0.2228; N -0.0205; C -0.2125; C 0.0704; C -0.2283; N -0.0287; C -0.1345; C -0.1304; C -0.2030; C -0.0877; C -0.1940; C -0.0906; C -0.1211; C -0.1271; C -0.1924; C -0.0847; C -0.1905; C -0.0888; N -0.0644; C -0.1854; C -0.0808; H 0.0642; H 0.0616; H 0.0608; H 0.1047; H 0.0982; H 0.1018; H 0.0992; H 0.0660; H 0.0638; H 0.0602; H 0.1083; H 0.1059; H 0.1108; H 0.0617; H 0.0688; H 0.0715; H 0.1004; H 0.0920; H 0.1092; H 0.0997; H 0.1012; H 0.0769; H 0.0640; H 0.0732; H 0.1103; H 0.1020; H 0.0624; H 0.0655; H 0.0729; H 0.1010; H 0.1070; H 0.0665; H 0.0673; H 0.0614; H 0.1100; H 0.1004; H 0.0689; H 0.0666; H 0.0655; H 0.1147; H 0.1059; H 0.0551; H 0.0698; H 0.0624; F 0.1143; C -0.6749; F 0.1043; F 0.1093; S 0.4593; O -0.3307; O -0.2963; O -0.3622; O -0.5341; S 0.9644; N -0.1945



Entry 2:
Entry from the Open Molecules 2025 dataset: a 8-piece molecular cluster, C37H44F40O8 overall in a non-equilibrium geometry (the ωB97M-V functional and the def2-TZVPD basis).

SMILES string: FC(F)C(F)(F)COC(F)(F)C(F)F.FC(F)C(F)(F)COC(F)(F)C(F)F.FC(F)C(F)(F)COC(F)(F)C(F)F.FC(F)C(F)(F)COC(F)(F)C(F)F.FC(F)C(F)(F)COC(F)(F)C(F)F.C1CCOC1.C1CCOC1.C1CCOC1
F_max: 4.2 eV Å⁻¹
Kohn-Sham gap: 9.7 eV

Atoms and positions in Å:
F 3.923 -0.605 2.472
C 5.104 -0.063 2.661
F 5.589 0.430 1.512
C 5.039 0.934 3.794
F 4.295 1.983 3.444
F 6.207 1.374 4.253
C 4.324 0.310 5.054
O 4.899 -0.969 5.435
C 4.900 -1.400 6.834
F 5.489 -0.445 7.526
F 3.623 -1.488 7.321
C 5.677 -2.713 6.988
F 5.709 -3.212 8.258
F 5.319 -3.619 6.106
H 5.786 -0.887 2.869
H 3.279 0.069 4.859
H 4.267 1.045 5.858
H 6.734 -2.509 6.819
F -3.354 1.238 -2.195
C -3.655 2.366 -2.896
F -3.263 3.393 -2.155
C -3.125 2.296 -4.321
F -3.904 1.399 -4.946
F -1.838 1.933 -4.343
C -3.292 3.650 -5.005
O -4.623 4.087 -4.829
C -5.140 4.977 -5.811
F -4.377 6.030 -5.901
F -5.145 4.305 -6.944
C -6.547 5.371 -5.315
F -7.100 6.150 -6.267
F -7.343 4.276 -5.113
H -4.739 2.479 -2.929
H -3.074 3.512 -6.064
H -2.651 4.437 -4.607
H -6.582 5.864 -4.343
F -1.382 -2.258 -1.234
C -0.939 -3.404 -0.685
F -0.005 -3.081 0.165
C -1.902 -4.461 -0.047
F -1.158 -5.379 0.619
F -2.509 -5.139 -1.050
C -2.872 -3.749 0.907
O -3.677 -4.545 1.777
C -5.118 -4.395 1.574
F -5.420 -3.124 1.562
F -5.353 -4.966 0.371
C -5.987 -5.165 2.663
F -5.961 -4.682 3.926
F -7.299 -5.185 2.374
H -0.330 -3.972 -1.388
H -3.458 -2.935 0.482
H -2.141 -3.297 1.577
H -5.577 -6.174 2.717
F -0.375 -1.567 2.855
C 0.913 -1.603 3.090
F 1.303 -0.361 3.448
C 1.355 -2.654 4.143
F 0.870 -2.365 5.343
F 2.666 -2.597 4.220
C 0.950 -4.063 3.661
O 1.497 -4.343 2.339
C 2.076 -5.608 2.174
F 3.054 -5.665 3.034
F 1.142 -6.503 2.468
C 2.655 -5.758 0.766
F 3.530 -6.719 0.617
F 1.594 -5.918 -0.040
H 1.379 -1.743 2.115
H -0.127 -4.227 3.636
H 1.345 -4.756 4.404
H 3.183 -4.838 0.515
F 2.077 5.195 4.952
C 2.524 4.127 4.243
F 2.735 3.100 5.097
C 1.536 3.717 3.076
F 2.177 2.873 2.244
F 1.265 4.774 2.326
C 0.279 3.050 3.608
O -0.664 2.642 2.625
C -1.345 3.595 1.767
F -1.646 4.757 2.342
F -0.618 3.702 0.665
C -2.621 2.820 1.452
F -3.387 2.419 2.444
F -3.473 3.599 0.773
H 3.511 4.365 3.847
H -0.332 3.696 4.239
H 0.546 2.237 4.284
H -2.530 2.030 0.707
C 0.533 0.458 -0.205
C 2.073 0.355 -0.486
C 1.942 -0.111 -1.896
O 0.839 0.476 -2.543
C -0.080 0.867 -1.534
H 0.314 1.219 0.544
H 0.093 -0.474 0.149
H 2.489 -0.306 0.275
H 2.515 1.335 -0.307
H 1.877 -1.198 -1.946
H 2.788 0.157 -2.529
H -1.058 0.413 -1.700
H -0.250 1.944 -1.523
C 1.985 4.325 -4.052
C 1.830 4.367 -2.538
C 0.497 5.142 -2.409
O -0.206 4.874 -3.597
C 0.587 4.244 -4.611
H 2.642 3.503 -4.336
H 2.374 5.293 -4.367
H 2.658 4.881 -2.050
H 1.782 3.362 -2.119
H 0.606 6.216 -2.261
H 0.013 4.713 -1.531
H 0.524 4.665 -5.614
H 0.333 3.193 -4.748
C -0.169 -1.726 -5.129
C 0.129 -2.981 -4.386
C -1.145 -3.851 -4.502
O -1.553 -3.578 -5.828
C -1.177 -2.225 -6.196
H 0.750 -1.297 -5.528
H -0.713 -0.995 -4.530
H 0.433 -2.820 -3.352
H 0.937 -3.523 -4.877
H -1.923 -3.512 -3.817
H -1.006 -4.928 -4.403
H -2.031 -1.554 -6.289
H -0.597 -2.422 -7.098

These are the Löwdin partial charges, in e, on atoms 1 to 99: F 0.1227; C -0.3461; F 0.1097; C -0.4554; F 0.1244; F 0.1516; C -0.0358; O -0.0159; C -0.4691; F 0.1657; F 0.1328; C -0.3178; F 0.0918; F 0.1368; H 0.1749; H 0.1162; H 0.1374; H 0.1700; F 0.0787; C -0.3188; F 0.1171; C -0.4702; F 0.1406; F 0.1419; C -0.0592; O -0.0038; C -0.5686; F 0.2016; F 0.1866; C -0.2601; F 0.1004; F 0.0815; H 0.1700; H 0.1501; H 0.1388; H 0.1738; F 0.1139; C -0.3511; F 0.1047; C -0.4211; F 0.1274; F 0.1182; C -0.0612; O 0.0115; C -0.4839; F 0.1812; F 0.1450; C -0.2766; F 0.0889; F 0.1041; H 0.1592; H 0.1488; H 0.1330; H 0.1654; F 0.1298; C -0.3438; F 0.0822; C -0.4942; F 0.1623; F 0.1550; C -0.0149; O -0.0008; C -0.5834; F 0.1851; F 0.1784; C -0.3286; F 0.1490; F 0.1081; H 0.1512; H 0.1450; H 0.1447; H 0.1758; F 0.0932; C -0.2808; F 0.0752; C -0.4644; F 0.1177; F 0.1491; C -0.0566; O -0.0017; C -0.5092; F 0.1895; F 0.1644; C -0.3337; F 0.1370; F 0.0835; H 0.1643; H 0.1487; H 0.1413; H 0.1699; C -0.1458; C -0.1192; C -0.2368; O -0.1224; C -0.2057; H 0.0888; H 0.0866; H 0.0943; H 0.1103



Entry 3:
Entry from the Open Molecules 2025 dataset: C37H44F5NO4SbSiSn as an isolated structure (the ωB97M-V functional and the def2-TZVPD basis).

F_max: 0.4 eV Å⁻¹
Kohn-Sham gap (spin up / spin down): 6.0 / 6.9 eV
Net charge: -1
ΔE to the lowest compared entry with this formula, charge and spin: 105.43 kcal per mole

Atoms and positions in Å:
Sn -0.812 -1.136 1.435
O -0.690 -4.430 4.144
C -0.777 -3.670 3.196
O -0.648 -2.396 3.195
C -1.097 -4.255 1.820
C -1.174 -5.623 1.634
C -1.458 -6.107 0.368
C -1.663 -5.205 -0.664
C -1.571 -3.850 -0.397
N -1.290 -3.388 0.822
H -1.005 -6.260 2.490
H -1.516 -7.173 0.186
H -1.883 -5.532 -1.670
H -1.712 -3.106 -1.166
C 2.163 -4.040 -1.151
C 3.158 -3.206 -0.340
C 4.431 -3.061 -1.186
C 3.451 -3.974 0.960
Si 2.489 -1.501 0.164
O 1.112 -1.603 0.981
C 2.288 -0.216 -1.218
C 0.905 0.337 -1.491
C 0.889 1.685 -2.146
C 2.015 2.251 -2.641
C 3.265 1.604 -2.521
C 3.367 0.414 -1.768
C 3.734 -0.617 1.320
C 5.021 -0.986 1.711
C 5.784 -0.195 2.564
C 5.274 0.995 3.056
C 3.993 1.387 2.689
C 3.245 0.590 1.838
H 2.576 -5.045 -1.297
H 1.972 -3.606 -2.133
H 1.206 -4.140 -0.637
H 4.817 -4.055 -1.444
H 5.227 -2.519 -0.678
H 4.218 -2.538 -2.122
H 3.848 -4.969 0.724
H 2.537 -4.107 1.544
H 4.174 -3.464 1.598
H 0.393 0.447 -0.522
H -0.074 2.176 -2.234
H 1.956 3.213 -3.136
H 4.154 2.056 -2.940
H 4.363 0.034 -1.556
H 5.456 -1.912 1.360
H 6.779 -0.517 2.847
H 5.866 1.610 3.724
H 3.575 2.313 3.067
H 2.246 0.915 1.567
C -4.156 5.086 0.131
C -3.015 4.379 -0.587
C -3.335 4.211 -2.073
Sb -2.312 2.445 0.176
C -3.937 1.634 1.383
C -4.704 2.545 2.332
C -4.881 0.850 0.473
C -1.077 3.176 1.827
C 0.376 3.159 1.358
C -1.443 4.533 2.414
H -4.308 6.087 -0.291
H -3.978 5.196 1.200
H -5.092 4.538 0.000
H -2.111 4.992 -0.500
H -4.202 3.561 -2.217
H -2.505 3.763 -2.622
H -3.567 5.178 -2.533
H -3.371 0.917 1.989
H -5.348 3.240 1.792
H -4.044 3.126 2.978
H -5.351 1.943 2.981
H -5.426 1.521 -0.199
H -5.628 0.308 1.065
H -4.338 0.129 -0.138
H -1.208 2.404 2.593
H 0.542 3.875 0.548
H 0.660 2.175 0.979
H 1.060 3.419 2.173
H -1.383 5.322 1.660
H -0.748 4.802 3.218
H -2.450 4.549 2.831
F -1.641 -2.393 -4.387
C -1.019 -1.225 -4.619
C -1.420 0.099 -4.152
F -1.512 1.174 -4.992
C -2.162 0.088 -2.898
F -3.505 0.242 -2.901
C -1.482 -0.494 -1.863
O -1.922 -0.935 -0.753
C -0.015 -0.660 -2.261
F 0.354 -1.965 -1.919
C -0.055 -0.526 -3.762
F 1.085 -0.097 -4.379

Per-atom Löwdin charges, elementary charge units: Sn 1.3112; O 0.0496; C -0.6123; O -0.2148; C -0.1764; C 0.0048; C -0.0497; C -0.0438; C -0.1030; N 0.0393; H 0.1175; H 0.1058; H 0.1084; H 0.1004; C -0.0939; C -0.5904; C -0.0939; C -0.0865; Si 0.4946; O -0.4518; C -0.1329; C -0.2046; C -0.0380; C -0.0966; C -0.0657; C -0.1009; C -0.1807; C -0.1013; C -0.0994; C -0.1065; C -0.0859; C -0.0867; H 0.0827; H 0.0755; H 0.0603; H 0.0806; H 0.0593; H 0.0761; H 0.0820; H 0.0806; H 0.0558; H 0.0776; H 0.0906; H 0.1023; H 0.0909; H 0.1013; H 0.0756; H 0.0946; H 0.0935; H 0.0943; H 0.0761; C -0.1574; C -0.5830; C -0.1820; Sb 1.5342; C -0.5830; C -0.1475; C -0.1651; C -0.5769; C -0.1753; C -0.1563; H 0.0718; H 0.0491; H 0.0646; H 0.0676; H 0.0691; H 0.0525; H 0.0692; H 0.0438; H 0.0523; H 0.0515; H 0.0731; H 0.0693; H 0.0720; H 0.0456; H 0.0737; H 0.0756; H 0.0256; H 0.0718; H 0.0639; H 0.0723; H 0.0444; F 0.0670; C -0.0156; C -0.2749; F 0.0739; C -0.1522; F 0.0705; C -0.3526; O -0.2220; C -0.2442; F 0.0323; C -0.2270; F 0.0923